[1]
# C5H8N2

A 2-piece molecular cluster, C5H8N2 overall (ωB97M-V/def2-TZVPD, the OMol25 dataset).

Properties
Kohn-Sham gap	6.87	eV
2S+1	1

Structure (XYZ):
```
15
Properties=species:S:1:pos:R:3:forces:R:3
C 2.6193 -0.6412 0.1102 0.09 -0.02 -0.03
N 1.2159 -0.2560 0.0698 -0.14 -0.19 0.05
C 0.7341 1.0499 -0.1564 -0.07 0.11 -0.01
C -0.6369 1.0834 -0.1002 0.39 -0.24 0.05
C -0.8748 -0.3425 0.1865 -0.33 -0.11 0.04
C -2.0487 -0.9659 0.3783 0.07 0.08 -0.02
N 0.3137 -1.1268 0.2782 0.13 0.33 -0.08
H 3.1653 -0.0566 -0.6325 -0.08 -0.08 0.11
H 2.6933 -1.7065 -0.1053 -0.01 0.15 0.04
H 3.0170 -0.4318 1.1064 -0.05 -0.02 -0.14
H 1.4814 1.8155 -0.3390 -0.13 -0.13 0.02
H -2.9444 1.9500 -0.7655 -0.14 0.04 -0.03
H -3.6659 2.0569 -0.9452 0.05 -0.01 0.01
H -2.9724 -0.3983 0.3196 0.15 -0.06 0.00
H -2.0969 -2.0300 0.5952 0.06 0.14 -0.04
```
Positions in Å, forces in eV/Å.


[2]
# C8H16F5ORuS4Te

C8H16F5ORuS4Te as an isolated structure (ωB97M-V/def2-TZVPD, the OMol25 dataset).

Properties
Kohn-Sham gap (alpha / beta)	8.90 / 7.72	eV
total charge	+2
2S+1	2
<S²>	0.76

Structure (XYZ):
```
36
Properties=species:S:1:pos:R:3:forces:R:3
Ru -0.1613 -0.2456 -0.6582 0.12 -0.25 0.30
C -0.6450 -3.0048 -2.3635 0.06 0.01 -0.07
C -0.1708 -2.0619 -3.4602 -0.10 -0.03 0.04
S 0.6769 -0.5674 -2.8445 0.02 0.03 -0.10
C 2.4000 -1.1039 -2.6092 0.02 0.06 -0.09
C 2.6224 -1.9964 -1.4063 0.11 -0.10 0.04
S 1.9489 -1.1046 0.0204 -0.11 0.08 -0.15
C 1.6054 -2.3269 1.3064 -0.12 0.08 0.17
C 0.7277 -1.6001 2.3247 0.10 -0.08 -0.06
S -0.7163 -0.7253 1.6284 0.06 -0.03 -0.09
C -1.9612 -2.0411 1.4558 -0.10 0.01 0.03
C -1.7180 -3.0000 0.3064 -0.01 -0.08 0.07
S -1.5621 -1.9847 -1.1810 -0.05 0.09 0.01
H 0.1717 -3.5182 -1.8602 0.00 0.02 0.03
H -1.3215 -3.7524 -2.7800 -0.05 0.02 0.03
H -1.0177 -1.6791 -4.0322 0.01 0.02 0.01
H 0.4955 -2.5588 -4.1653 0.03 0.00 0.02
H 2.9621 -0.1721 -2.5207 0.00 0.00 0.00
H 2.7148 -1.5877 -3.5345 0.01 0.00 0.00
H 3.6924 -2.1448 -1.2547 -0.01 0.00 0.06
H 2.1478 -2.9704 -1.5030 -0.02 0.00 0.00
H 2.5415 -2.6257 1.7792 0.04 0.03 -0.04
H 1.1321 -3.2100 0.8845 -0.01 0.02 -0.05
H 1.2969 -0.8225 2.8361 -0.01 0.01 -0.02
H 0.3555 -2.2815 3.0901 -0.01 0.00 -0.01
H -2.9029 -1.5048 1.3195 0.02 0.02 0.01
H -2.0235 -2.5637 2.4106 0.03 0.00 0.01
H -2.5803 -3.6564 0.1824 0.00 0.01 -0.05
H -0.8311 -3.6148 0.4417 0.02 0.01 0.00
F -0.0779 4.2065 -0.7869 -0.02 0.06 0.07
Te -1.0753 2.6875 -0.7598 0.03 0.07 -0.09
F -1.1368 2.8059 1.0714 0.03 0.08 0.10
F 0.6671 1.7436 -0.5319 -0.12 -0.07 0.06
F -2.6602 3.5465 -0.9715 0.00 -0.04 0.00
F -0.7801 2.5734 -2.5791 -0.02 -0.08 0.06
O -1.7410 0.9451 -0.6918 0.06 0.01 -0.30
```
Positions in Å, forces in eV/Å.


[3]
# C27H62BIO20S6

A 7-piece molecular cluster, C27H62BIO20S6 overall (ωB97M-V/def2-TZVPD, the OMol25 dataset).

Properties
structure (SMILES)	C#CCB(CCC(=O)O)[C@H](I)CC.CCOS(C)(=O)=O.CCOS(C)(=O)=O.CCOS(C)(=O)=O.CCOS(C)(=O)=O.CCOS(C)(=O)=O.CCOS(C)(=O)=O
Kohn-Sham gap	9.12	eV
2S+1	1

Structure (XYZ):
```
117
Properties=species:S:1:pos:R:3:forces:R:3
C -1.6629 2.4314 -4.5452 0.46 0.07 0.79
C -1.0491 3.4019 -4.1295 0.31 0.14 0.54
C -0.2680 4.5623 -3.4325 -0.94 -0.61 -0.69
B 0.6675 4.0570 -2.1835 -0.88 0.06 -0.44
C 2.1590 4.6701 -2.0820 0.20 0.57 -0.43
C 3.3282 3.7396 -2.6558 0.20 -0.13 -0.52
C 3.1062 2.1967 -2.4690 1.52 -1.69 1.70
O 3.7229 1.6318 -1.5604 -1.06 1.12 -1.30
O 2.3081 1.3988 -3.2692 0.29 1.44 0.63
C -0.0122 3.0180 -1.1472 1.29 -0.56 0.39
I -2.0462 3.6467 -0.5535 0.59 -0.22 -0.33
C 0.8008 2.7771 0.1946 -0.69 -0.36 1.01
C 0.9686 4.0743 1.1263 1.31 -0.49 -0.12
H -2.1635 1.4503 -4.7097 0.67 1.64 0.03
H -1.0725 5.2294 -2.9670 1.02 -0.70 -0.57
H 0.2989 5.1949 -4.1788 -0.67 -0.82 0.67
H 2.4691 4.9847 -1.0414 -0.55 -0.50 -1.08
H 2.1569 5.6106 -2.7306 0.11 -1.09 0.92
H 3.5895 3.9696 -3.7395 -0.70 -0.33 1.26
H 4.2601 3.9906 -2.0548 -1.20 -0.68 -0.82
H 2.2704 0.5100 -2.8293 0.13 0.84 -0.28
H -0.1818 2.0319 -1.6977 0.13 1.24 0.70
H 0.2278 2.0005 0.8039 0.71 0.93 -0.82
H 1.8290 2.3128 0.0358 -1.31 0.67 -0.23
H 2.0642 4.3868 1.0478 -1.43 -0.16 0.17
H 0.3336 4.9539 0.8194 0.50 -1.06 0.44
H 0.8324 3.7961 2.2218 -0.11 0.48 -1.47
O 0.7318 -1.2540 -1.9321 0.43 -0.14 -0.29
S 1.0505 -2.5374 -1.3652 -0.55 -0.57 0.66
O 2.3177 -3.1699 -1.5898 -0.16 0.45 -0.25
O -0.1212 -3.5701 -1.7311 0.35 0.47 0.56
C -0.4580 -3.7503 -3.1113 -0.05 -0.23 -1.07
C 0.5705 -4.6020 -3.8324 0.29 0.01 -0.01
C 0.7596 -2.4755 0.3773 -0.14 0.01 0.04
H -0.5854 -2.7827 -3.6031 0.06 -0.01 0.15
H -1.4253 -4.2567 -3.1388 0.05 0.14 0.35
H 1.5332 -4.0919 -3.8938 -0.06 -0.01 -0.01
H 0.2416 -4.8224 -4.8496 -0.11 0.07 0.09
H 0.7362 -5.5413 -3.2994 -0.09 0.04 -0.02
H -0.2171 -2.0292 0.5582 0.02 -0.07 -0.06
H 1.5424 -1.8625 0.8243 0.02 0.00 -0.16
H 0.8056 -3.4871 0.7777 0.00 0.04 -0.10
O -5.1433 -4.8362 0.0117 0.48 0.17 -0.05
S -4.1869 -4.4609 1.0126 -0.08 -0.30 0.65
O -3.1872 -3.4605 0.7641 -0.26 -0.17 -0.24
O -3.4663 -5.7882 1.5698 -0.48 0.50 0.18
C -2.8286 -6.6586 0.6298 0.58 -0.43 -0.61
C -1.5082 -6.0869 0.1517 0.02 0.29 -0.16
C -5.0472 -4.0319 2.4954 0.04 -0.07 0.12
H -3.4947 -6.8713 -0.2108 -0.09 0.15 0.11
H -2.6479 -7.6041 1.1454 -0.24 0.21 0.22
H -1.6621 -5.1807 -0.4357 0.03 -0.07 0.02
H -0.9783 -6.8074 -0.4750 -0.06 -0.04 0.08
H -0.8740 -5.8185 0.9998 -0.03 -0.11 -0.02
H -5.7838 -4.8023 2.7152 0.06 0.04 -0.05
H -5.5427 -3.0751 2.3285 0.01 -0.08 -0.14
H -4.3269 -3.9401 3.3072 0.00 -0.04 -0.08
O 5.1762 3.6375 6.0161 -0.09 0.02 -0.33
S 5.0216 4.4314 4.8301 1.10 0.79 -0.55
O 3.8792 4.2957 3.9699 0.07 -0.27 0.48
O 6.3555 4.3135 3.9457 -0.50 0.51 0.55
C 6.8063 3.0073 3.5595 0.14 -1.03 -0.47
C 5.9659 2.4331 2.4345 -0.33 0.10 -0.01
C 5.1912 6.1368 5.2646 0.10 0.06 -0.05
H 6.8219 2.3368 4.4229 -0.12 0.17 0.05
H 7.8375 3.1185 3.2176 -0.10 0.35 0.19
H 4.9459 2.2354 2.7656 0.10 -0.08 -0.01
H 6.3906 1.4933 2.0771 0.04 0.07 0.06
H 5.9050 3.1366 1.6009 0.12 -0.06 0.02
H 6.0755 6.2574 5.8876 -0.04 -0.06 -0.06
H 4.2990 6.4306 5.8169 0.01 -0.14 -0.05
H 5.2739 6.7259 4.3526 -0.02 -0.09 0.03
O 1.7439 0.9911 3.9517 0.42 -0.45 -0.11
S 2.7713 0.7367 4.9241 -0.20 0.56 0.94
O 4.1321 0.4859 4.5407 -0.38 -0.08 -0.32
O 2.2820 -0.4368 5.9147 0.06 0.52 -0.13
C 1.8858 -1.6868 5.3450 -0.02 -0.78 -0.38
C 3.0832 -2.5073 4.9024 0.21 0.08 -0.18
C 2.7597 2.0452 6.1096 -0.25 -0.07 0.10
H 1.1889 -1.5265 4.5173 0.06 0.17 0.05
H 1.3447 -2.2304 6.1225 0.04 0.34 0.10
H 3.6031 -2.0292 4.0706 -0.04 -0.03 0.04
H 2.7702 -3.5016 4.5765 -0.06 0.04 0.09
H 3.8029 -2.6095 5.7174 -0.10 -0.04 -0.01
H 1.7352 2.2198 6.4354 0.02 -0.14 -0.06
H 3.1580 2.9375 5.6249 -0.31 -0.51 0.05
H 3.3927 1.7652 6.9496 0.01 0.01 -0.11
O -7.4450 -0.7773 2.6866 -0.08 0.16 0.43
S -6.6758 0.2141 3.3861 0.57 0.55 -0.38
O -6.7362 0.3515 4.8125 -0.28 -0.29 -0.28
O -6.9376 1.6509 2.7127 0.46 -0.57 0.07
C -8.2862 2.1180 2.6054 -0.89 0.33 0.14
C -8.8199 2.6042 3.9399 0.02 -0.15 0.27
C -4.9785 0.0543 2.9143 0.01 0.13 -0.12
H -8.9282 1.3404 2.1827 0.18 -0.08 0.03
H -8.2764 2.9492 1.8973 0.33 -0.18 -0.02
H -8.9169 1.7810 4.6493 -0.02 0.04 -0.05
H -9.8043 3.0608 3.8180 0.08 0.01 -0.10
H -8.1405 3.3350 4.3837 -0.06 0.01 -0.10
H -4.9164 -0.0139 1.8295 -0.03 0.02 0.06
H -4.5895 -0.8553 3.3711 -0.13 0.04 0.04
H -4.4277 0.9187 3.2820 -0.07 -0.05 -0.01
O -0.8130 -2.7719 -6.4614 -0.20 -0.20 -0.31
S -0.9446 -1.9562 -7.6357 0.47 0.70 -0.25
O -2.0775 -2.0674 -8.5076 0.14 -0.30 0.37
O 0.4005 -2.0759 -8.5107 -0.35 0.38 0.47
C 0.8397 -3.3777 -8.9108 0.11 -0.84 -0.40
C 0.0035 -3.9264 -10.0518 -0.31 -0.01 -0.01
C -0.7570 -0.2608 -7.1716 0.18 0.02 -0.05
H 0.8399 -4.0608 -8.0569 -0.08 0.17 0.06
H 1.8752 -3.2732 -9.2413 -0.10 0.31 0.18
H -1.0223 -4.1171 -9.7327 0.07 -0.01 -0.01
H 0.4217 -4.8659 -10.4190 0.08 0.08 0.05
H -0.0420 -3.2105 -10.8752 0.09 -0.06 0.04
H 0.1228 -0.1609 -6.5382 -0.05 -0.03 -0.04
H -1.6499 0.0354 -6.6231 0.00 -0.15 -0.08
H -0.6583 0.3428 -8.0723 -0.03 -0.08 0.04
```
Positions in Å, forces in eV/Å.


[4]
# CH4N2O2

A 2-piece molecular cluster, CH4N2O2 overall (ωB97M-V/def2-TZVPD, the OMol25 dataset).

Properties
Kohn-Sham gap (alpha / beta)	6.20 / 6.27	eV
total charge	-2
2S+1	3
<S²>	2.01

Structure (XYZ):
```
9
Properties=species:S:1:pos:R:3:forces:R:3
C 0.3851 -0.5794 -0.2965 0.27 1.47 2.31
N -2.6108 0.8278 1.6387 -2.06 1.65 0.86
N 1.8018 -0.1313 -0.4967 -1.41 0.04 0.39
O -3.5779 1.6372 2.0260 1.82 -1.55 -0.72
O 2.1502 -0.5975 -1.7679 0.83 0.41 -0.93
H -0.4000 0.2576 -0.3833 0.94 -1.27 -0.06
H 0.2599 -1.3649 -0.9961 -0.49 -0.78 -0.53
H 0.3836 -0.9302 0.7684 -0.74 -0.04 -0.74
H 1.6081 0.8807 -0.4926 0.84 0.08 -0.58
```
Positions in Å, forces in eV/Å.


[5]
# C5H8Cl2

A 2-piece molecular cluster, C5H8Cl2 overall (ωB97M-V/def2-TZVPD, the OMol25 dataset).

Properties
Kohn-Sham gap (alpha / beta)	9.02 / 7.81	eV
2S+1	1

Structure (XYZ):
```
15
Properties=species:S:1:pos:R:3:forces:R:3
C 0.3590 -0.9493 -1.1997 0.22 -0.24 -0.36
C 0.0710 0.2605 -0.8094 -0.59 -0.04 1.23
C 0.7679 -1.3519 -2.5944 -0.04 0.18 0.20
C -0.2094 1.4493 2.3704 0.02 -0.01 0.12
C -1.0626 0.3919 1.7922 0.46 -0.01 -0.86
Cl -0.0296 1.7457 -1.5680 0.03 0.33 -0.28
Cl -0.8155 -1.2208 2.2856 -0.03 -0.20 0.11
H 0.3317 -1.7410 -0.4628 -0.08 -0.02 0.24
H 0.4626 -0.5954 -3.3122 0.02 0.01 -0.12
H 1.8512 -1.4663 -2.6488 0.02 -0.06 -0.06
H 0.3066 -2.3028 -2.8505 0.00 -0.05 -0.10
H 0.8255 1.1193 2.4381 0.04 0.03 -0.02
H -0.2652 2.3393 1.7483 0.03 0.11 -0.04
H -0.5387 1.7217 3.3807 -0.01 0.00 0.01
H -2.0544 0.5998 1.4305 -0.11 -0.02 -0.07
```
Positions in Å, forces in eV/Å.


[6]
# C22H32INO7Si2

C22H32INO7Si2 as an isolated structure (ωB97M-V/def2-TZVPD, the OMol25 dataset).

Properties
Kohn-Sham gap	1.07	eV
total charge	-2
2S+1	1

Structure (XYZ):
```
65
Properties=species:S:1:pos:R:3:forces:R:3
O 3.7320 1.6814 1.6594 0.22 0.10 -0.96
C 3.4490 2.1197 0.5648 0.19 -0.29 1.30
O 3.7354 1.3997 -0.5923 -1.11 0.19 0.49
Si 2.4787 0.2966 -0.9040 -0.79 -0.21 -0.20
C 1.9072 0.5382 -2.6721 0.00 -0.21 -0.33
C 0.7048 -0.3641 -3.0938 -0.12 1.16 0.40
C -0.5011 -0.0469 -2.1643 -0.21 -0.79 -0.76
N -1.8059 -0.2125 -2.8577 0.44 -0.20 0.79
C -2.6300 -1.2640 -2.2174 -0.57 0.09 -0.36
C -3.3304 -0.8626 -0.9219 -0.19 -0.51 -0.69
C -2.7095 -0.4690 0.2542 1.07 0.02 0.14
C -3.4005 -0.1528 1.4056 0.14 0.01 -0.10
C -4.7817 -0.2365 1.4057 0.24 0.44 0.89
C -5.4270 -0.6134 0.2519 -0.91 0.02 0.37
C -4.7222 -0.9228 -0.8903 -0.33 0.09 0.02
O -5.4711 -1.3011 -2.0133 0.44 0.24 -0.16
O 2.8380 -1.2897 -0.4854 0.97 1.15 -1.11
Si 4.1228 -2.0181 -1.2572 0.24 -1.24 0.15
O 4.3268 -1.5520 -2.8538 0.06 0.21 0.77
C 5.7916 -1.8385 -0.3813 -0.54 0.29 0.32
C 5.8079 -1.0084 0.9262 0.88 -0.23 0.48
C 5.0351 -1.6905 2.0714 0.51 0.40 -0.65
I 5.3044 -0.5607 3.9001 -0.18 -0.25 -0.26
C 2.7602 3.4380 0.4716 0.20 0.33 -0.64
C 1.6423 3.6798 -0.3158 -0.26 -0.97 -0.79
C 1.0462 4.9180 -0.4040 -0.08 0.15 -0.04
C 1.5715 5.9752 0.3169 -0.31 0.37 -0.15
C 2.6656 5.7505 1.1400 0.02 0.71 0.23
C 3.2459 4.5113 1.2162 0.65 -0.58 0.52
H 1.3612 0.6957 -0.0317 0.18 -0.07 0.20
H 1.5303 1.5742 -2.7250 0.19 -0.15 0.15
H 2.7212 0.4975 -3.4078 -0.07 -0.18 0.27
H 0.4001 -0.0740 -4.1075 0.15 -0.30 0.12
H 0.9510 -1.4308 -3.0613 -0.04 0.18 -0.12
H -0.4613 -0.7781 -1.3483 0.06 0.52 0.20
H -0.4495 0.9821 -1.7838 0.27 -0.28 0.11
H -2.3114 0.6558 -2.7149 -0.06 -0.09 -0.19
H -2.0421 -2.1870 -2.1165 0.09 0.33 0.13
H -3.4279 -1.5158 -2.9269 0.22 0.01 0.18
H -1.6231 -0.4140 0.3199 -0.16 -0.08 -0.20
H -2.8264 0.1254 2.2859 -0.27 -0.03 -0.04
H -5.3220 -0.0020 2.3212 -0.26 -0.34 -0.30
H -6.5135 -0.6953 0.2794 0.21 -0.14 -0.05
H -5.8971 -0.4924 -2.3163 -0.19 -0.20 -0.02
H 3.8108 -3.4616 -1.2923 -0.23 0.10 -0.04
H 5.1611 -1.0728 -2.9241 -0.13 0.06 -0.30
H 6.5228 -1.4529 -1.1093 -0.07 0.05 0.26
H 6.1341 -2.8519 -0.1175 -0.13 0.13 -0.24
H 6.8566 -0.9832 1.2677 -0.21 0.18 -0.12
H 5.5097 0.0370 0.8102 -0.22 -0.26 -0.14
H 5.5102 -2.6511 2.2824 -0.40 0.03 0.01
H 3.9756 -1.7805 1.8243 0.09 -0.02 0.43
H 1.1902 2.8782 -0.8974 0.20 0.04 0.13
H 0.1833 5.0395 -1.0540 0.11 0.06 0.18
H 1.1168 6.9585 0.2220 0.15 -0.11 0.16
H 3.0859 6.5568 1.7383 -0.12 -0.08 -0.16
H 4.1030 4.3627 1.8708 -0.15 -0.05 -0.14
O -6.5270 -5.0054 3.6809 0.38 -0.09 -0.18
C -6.4462 -3.7583 3.1857 -0.49 -0.33 0.40
C -7.7141 -2.8503 3.6023 0.50 0.22 -0.36
O -7.6428 -1.6044 3.0895 -0.26 0.34 0.04
H -6.3964 -3.6726 2.0697 -0.25 -0.13 -0.11
H -5.5574 -3.1558 3.5087 0.00 0.02 0.30
H -7.7496 -2.9213 4.7177 0.24 0.16 0.09
H -8.6025 -3.4569 3.2984 0.02 0.01 -0.32
```
Positions in Å, forces in eV/Å.


- Look up the 2S+1 of the second one.
  2


- Among the records above, which one has the highest 2S+1?
  CH4N2O2